159
Properties=species:S:1:pos:R:3:forces:R:3:mulliken_charge:R:1 method="wB97M-V/def2-TZVPD" max_force_ha_per_bohr=0.05381 energy_ev=-111650.4706 homo_energy_ev=-8.39 lumo_energy_ha=0.0157
C -15.47761 3.79114 -29.37379 -0.328 0.685 -0.616 -0.80
O -13.38537 1.00302 -20.75724 -0.248 -0.225 -0.035 0.36
H -14.90078 -2.31974 -16.03493 -0.199 -0.576 -0.872 0.35
F -21.75439 -1.02992 -20.51522 -0.496 -0.321 -0.181 -0.40
H -21.91802 4.12594 -22.72081 -0.273 -0.066 0.295 0.45
O -13.33164 2.58916 -19.06192 -0.128 1.100 -0.057 -0.49
C -18.60801 3.37905 -21.04712 -0.131 0.280 2.341 0.67
C -17.94961 6.68005 -17.60616 -1.002 0.370 0.091 -0.42
C -19.56226 -0.39927 -20.68247 -1.782 0.845 -0.591 -0.38
O -15.89937 -4.40630 -23.14251 0.396 -0.708 -0.203 -0.52
H -14.45057 -3.73089 -17.08330 -0.169 -0.165 0.038 0.38
F -16.37145 6.17447 -20.77660 -0.100 0.524 -0.206 0.00
H -12.15729 8.42563 -15.02018 -0.668 -0.116 0.279 0.33
H -8.13638 0.02742 -22.07274 0.239 0.435 0.650 0.28
H -11.11308 4.33219 -22.32330 -0.487 -0.243 -0.065 0.40
C -20.46778 -1.43891 -20.57044 -0.744 0.587 0.223 0.51
H -19.88598 0.61013 -25.01190 -0.544 -0.733 -0.055 0.53
H -15.82819 5.47779 -14.17862 -0.091 -0.643 -0.200 0.38
H -18.89455 7.44666 -23.58316 -0.988 -0.579 0.371 0.37
O -8.80944 2.40178 -21.69366 -0.069 -0.256 0.300 -0.61
H -18.10800 -3.05871 -23.51169 -0.117 0.473 -0.102 0.48
H -12.10366 2.15425 -28.65939 0.146 -0.653 0.627 0.34
C -9.92523 0.04792 -27.08234 -0.442 0.778 -1.188 -0.47
H -15.42573 1.99577 -15.77505 -0.826 0.555 0.102 0.33
C -8.35317 -1.03342 -22.02770 0.231 -0.636 -1.152 -1.25
C -18.97160 8.18881 -19.19087 -0.483 -0.210 0.624 -0.54
H -14.40526 4.41375 -18.57569 0.629 -0.616 -0.277 0.05
H -10.17916 6.50785 -16.58181 0.344 0.050 -0.288 0.42
H -13.27095 3.71981 -17.45217 0.286 0.186 1.081 0.32
H -14.83021 -3.99808 -26.10014 0.454 0.015 0.459 0.26
H -19.67499 8.95553 -19.49736 -0.055 -0.068 0.313 0.41
H -18.44598 5.11552 -25.37226 -0.529 -0.116 -0.426 0.60
H -9.90418 1.35270 -28.77354 1.664 0.718 -1.769 0.48
C -17.87133 -1.99348 -20.46166 0.513 -0.374 -0.395 -0.51
C -18.94408 7.62197 -17.92613 0.926 -0.276 0.105 -0.83
C -19.51866 4.19693 -20.32900 0.609 -0.710 -0.632 -1.00
P -14.28874 2.17835 -20.25452 1.301 1.173 0.359 0.60
C -17.14710 6.32168 -24.23453 -0.370 -1.569 1.139 0.84
C -14.99712 -4.55946 -23.94407 0.099 2.170 0.379 0.92
H -13.42248 -4.63592 -22.46591 -0.112 0.115 -0.177 0.29
H -18.13048 8.03206 -25.01151 -0.074 0.431 -0.752 0.41
H -10.63916 0.34782 -20.27415 0.377 -0.183 -0.204 -0.05
H -16.24005 1.09181 -27.47337 0.137 -0.147 0.375 0.44
C -17.96001 7.56314 -24.06769 1.524 0.736 0.579 -1.55
F -12.79989 -0.47626 -25.05662 -0.715 -0.136 0.787 0.07
C -15.71421 3.07200 -26.76717 0.109 -0.659 1.019 0.65
C -16.67353 -0.11120 -24.49226 0.300 -2.166 0.260 0.01
C -12.03324 0.05010 -26.00889 -0.967 0.746 -1.522 0.51
C -20.17407 2.97008 -22.74222 0.286 1.267 0.126 0.14
H -13.66353 1.26230 -26.75574 0.482 0.050 -0.293 0.30
H -10.46437 0.66293 -22.80160 0.029 0.237 -0.456 -0.97
H -17.16302 1.93600 -16.25707 -0.692 -0.509 0.153 0.46
C -17.91719 5.02340 -24.43843 0.636 0.633 -0.320 0.22
C -19.21067 -1.35277 -24.27874 0.825 -0.020 -0.262 0.17
H -13.61381 0.15132 -22.55435 0.465 -0.383 -1.186 0.12
O -14.07942 3.39425 -21.23049 -0.218 0.704 -0.287 -0.09
C -17.06121 6.19944 -18.52928 0.243 0.429 -1.329 0.74
C -12.62360 0.96949 -26.91920 1.023 -1.131 1.382 -0.58
H -15.06331 5.79564 -28.54910 -0.093 0.344 -0.537 0.45
C -13.40993 3.91739 -18.48332 -0.561 0.598 -0.325 -0.49
H -14.59316 4.58370 -22.85648 -0.423 -0.747 0.333 0.22
C -15.65526 4.82942 -15.05611 1.086 1.200 0.351 -0.92
H -18.10633 8.16534 -21.11737 0.004 -0.031 -0.506 0.39
H -15.51631 0.09913 -18.53077 -0.158 -0.321 -0.361 -0.25
H -19.95261 0.60351 -20.84034 -0.033 -0.151 0.197 0.40
H -10.25724 4.28197 -20.80563 0.502 0.190 0.164 0.44
O -15.94868 6.30257 -24.05519 -0.008 0.380 -0.485 -0.54
C -9.79377 -1.14603 -21.66209 -0.451 1.250 1.489 0.75
C -14.85128 3.58605 -22.44747 -0.280 0.107 0.824 -0.23
H -14.83110 -5.73802 -25.59811 -0.341 0.888 -0.430 0.42
O -14.68601 -2.31496 -19.23418 0.510 -0.324 -0.563 -0.44
C -14.03030 0.02212 -21.59367 -1.119 -0.194 1.322 -0.41
H -12.68361 9.02542 -16.65921 0.145 -0.451 0.566 0.32
H -15.93573 3.42041 -22.26532 0.627 0.589 0.062 -0.12
C -15.44519 4.38881 -27.06104 0.260 -0.034 0.903 -0.60
F -15.67255 2.63376 -25.46483 -0.102 0.658 -0.309 0.42
C -20.16367 -2.77334 -20.42025 -0.201 1.660 -0.394 -0.86
H -11.19332 5.10566 -16.88421 -0.111 -0.883 -0.213 0.26
H -16.81005 -2.25980 -20.40899 -0.426 0.121 0.009 0.60
H -16.02265 2.92816 -17.11155 -0.128 0.044 0.208 -0.13
H -10.98110 8.66486 -16.19105 -0.753 -0.415 -0.377 0.39
H -7.70537 -1.57369 -21.31178 -0.194 0.437 -0.489 0.40
C -13.55113 -4.30295 -23.50168 0.379 0.970 0.245 -0.68
H -21.48739 5.11158 -20.47916 0.485 -0.303 -0.137 0.35
H -8.20347 -1.32649 -23.08976 -0.029 -0.427 0.788 0.28
C -15.13708 -2.01644 -18.16208 -0.496 0.578 0.614 0.80
H -16.18834 -3.24132 -16.86663 0.385 -0.136 0.121 0.32
H -13.38615 -3.16140 -23.49496 -0.351 -1.601 -0.089 -0.03
C -18.93271 2.75922 -22.21448 0.154 -0.623 -0.204 -0.09
C -19.09194 -0.08018 -24.76432 0.058 1.347 0.131 -0.37
O -17.82592 3.93869 -14.86681 0.349 -0.063 0.059 -0.61
O -15.69326 1.92680 -19.95933 -0.750 -0.431 0.129 -0.43
C -11.76228 1.40530 -27.91116 -0.606 0.732 -0.835 -0.14
H -9.32843 -0.71446 -19.59822 -0.304 0.250 0.161 0.44
H -9.95357 1.90013 -23.99646 -0.176 -0.254 0.103 0.45
H -14.67718 4.36718 -15.01273 0.344 -0.106 0.310 0.38
H -11.63948 3.27065 -20.91392 -0.265 0.148 -0.621 -0.41
H -10.94448 5.79400 -15.22209 -0.422 -0.070 -0.708 0.29
H -15.44874 4.07232 -30.45303 0.187 -0.314 1.048 0.33
H -15.12194 0.25708 -21.60978 0.688 -0.572 -0.139 -0.07
H -15.70086 -0.37734 -16.88394 0.092 -0.265 0.134 0.39
C -16.77937 -1.46634 -24.04749 -1.210 1.488 0.543 -0.45
H -19.26497 4.54826 -19.32597 -0.075 0.100 -0.479 0.63
C -10.45423 0.93611 -28.01925 -1.465 -0.498 2.084 -0.83
H -16.32095 -4.75906 -25.64089 -0.474 -0.051 0.267 0.34
C -15.27134 -4.71662 -25.40675 0.576 -1.874 -0.370 -1.31
C -16.32636 2.57554 -16.10925 1.633 0.462 -0.265 -0.64
H -20.92996 -3.50409 -20.35024 -0.443 -0.533 0.158 0.54
C -15.77383 2.47301 -29.00951 0.020 1.465 -0.310 -0.57
H -16.34503 5.42659 -18.22397 -0.212 0.392 -0.539 -0.08
H -12.65128 4.66658 -18.83105 -0.490 -1.129 -0.122 0.08
H -11.61305 1.86855 -23.33531 0.084 0.299 0.169 -0.23
H -14.54123 2.78954 -23.07664 0.296 -0.460 -1.162 0.32
F -20.42848 -1.92209 -24.22687 0.217 -0.177 0.230 -0.43
H -15.92048 1.73215 -29.73137 -0.148 -0.853 -1.260 0.52
H -10.99631 -1.32118 -19.92155 0.119 0.008 0.138 0.29
H -15.67216 0.29147 -24.63372 -0.360 0.302 0.142 0.56
H -10.45861 -1.14619 -25.33831 0.166 0.016 -0.048 0.39
C -10.19691 -0.65848 -20.26071 0.357 -0.710 -0.126 -0.70
C -15.34759 4.77744 -28.37944 0.176 -1.195 -0.445 -0.60
C -20.73405 4.45087 -20.93300 -0.633 0.396 0.524 -0.67
H -18.53428 -4.01469 -20.08093 0.514 -0.404 -0.344 0.45
H -17.34042 8.20920 -23.43203 -0.192 0.183 -0.370 0.37
O -10.68274 -1.42145 -22.41961 -0.339 -0.847 -1.076 -0.40
C -11.09097 5.99402 -16.31108 0.688 0.563 0.908 -1.13
H -17.23248 4.19058 -24.50889 0.170 -0.180 0.061 -0.71
C -16.68592 3.79195 -15.26111 -1.176 -0.505 -0.607 0.73
C -18.82030 -3.02322 -20.37341 1.266 0.287 0.680 -0.92
C -15.93925 2.09844 -27.70674 -0.010 0.194 0.139 -0.60
F -20.38638 2.52246 -23.98583 -0.707 -0.229 -0.356 -0.35
C -15.84431 -0.73261 -17.90599 -0.525 1.416 0.261 -0.31
H -13.84481 -0.94744 -21.10338 -0.197 0.289 -0.663 0.20
H -18.62550 4.85010 -23.63619 -0.124 0.200 0.103 0.00
C -10.75566 -0.43142 -26.09680 0.306 -0.214 0.701 -0.57
C -12.04361 8.32265 -16.09285 1.202 1.545 -0.607 -1.37
C -18.10466 7.72244 -20.14305 1.687 -0.780 -0.609 -0.47
H -17.92323 6.25930 -16.62056 -0.076 -0.060 0.457 0.34
H -16.94044 -0.83345 -18.00520 0.424 -0.162 -0.224 0.34
C -17.15573 6.73856 -19.83749 -0.474 -0.724 1.410 0.00
C -12.24439 6.91265 -16.52029 -1.277 -0.590 0.524 0.95
C -10.55930 1.70712 -23.10048 -0.071 -0.528 -0.265 0.92
C -9.96868 2.54811 -22.01721 0.135 0.991 -0.480 0.47
H -17.69260 3.10475 -20.54214 0.327 0.134 -0.149 0.20
C -21.04796 3.84784 -22.13929 -0.488 -0.043 -1.093 -0.74
H -17.47676 0.14255 -20.70955 -0.577 -0.514 -0.146 0.22
H -8.89622 -0.21896 -27.19724 0.392 -0.422 0.227 0.42
H -15.52493 5.55390 -15.87440 -0.462 -0.412 -0.232 0.07
C -17.84622 0.53233 -24.82320 0.671 0.990 -0.772 -0.31
C -10.81375 3.67934 -21.50583 0.271 -0.153 0.902 -0.60
O -13.33838 6.50260 -16.88278 0.843 0.363 -0.066 -0.43
H -15.95562 -2.00132 -23.59230 0.170 -0.004 -0.446 0.26
H -18.27220 2.08819 -22.73060 0.396 -0.147 -0.055 0.36
H -19.60956 7.89714 -17.13872 -0.467 0.338 0.211 0.44
H -15.23217 5.07769 -26.24968 -0.136 -0.045 -0.008 0.49
H -12.73289 -4.73074 -24.10515 -0.608 0.073 -0.031 0.40
C -18.05201 -2.03365 -23.89919 0.165 -0.926 -0.064 -0.60
H -17.78917 1.56909 -25.21419 -0.158 -0.760 0.375 0.10
C -18.24626 -0.65312 -20.68235 2.416 -1.145 0.713 0.26
C -15.14297 -2.90164 -16.96480 0.189 -0.091 0.953 -1.49